Entry 1:
A molecular structure, C21H31BCl5F4N5O8PRb. Source: the OMol25 dataset; level of theory: ωB97M-V/def2-TZVPD.

- Kohn-Sham gap: 6.787 eV
- Energy relative to the best compared isomer or geometry (same formula, charge and spin): 0.0 kJ/mol
- Net charge: -2
- Maximum force: 0.2 eV Å⁻¹
- Total energy: -4785.815287 Eh
- HOMO: -3.215 eV

Geometry (Å):
Rb: 1.30 -0.91 1.20
N: -2.62 -2.18 -0.40
C: -2.76 -0.74 -0.66
C: -3.04 0.02 0.62
N: -1.88 0.09 1.49
C: -2.15 0.85 2.71
C: -0.89 1.11 3.51
N: -0.22 -0.15 3.84
H: -1.73 -2.38 0.06
H: -2.59 -2.68 -1.28
H: -3.61 -0.61 -1.33
H: -1.88 -0.32 -1.14
H: -3.92 -0.43 1.12
H: -3.33 1.04 0.36
H: -1.60 -0.85 1.77
H: -2.90 0.34 3.34
H: -2.58 1.81 2.41
H: -1.15 1.71 4.39
H: -0.20 1.71 2.91
H: -0.77 -0.69 4.50
H: 0.67 0.05 4.27
Cl: 2.82 -2.48 -6.93
C: 2.71 -1.94 -5.29
C: 1.66 -2.35 -4.46
Cl: 0.45 -3.41 -5.11
C: 1.57 -1.92 -3.16
Cl: 0.25 -2.39 -2.14
C: 2.52 -1.03 -2.56
O: 2.43 -0.64 -1.37
C: 3.57 -0.62 -3.45
Cl: 4.74 0.48 -2.80
C: 3.65 -1.06 -4.75
Cl: 4.95 -0.51 -5.77
O: -0.96 -4.19 6.41
C: -2.09 -4.02 5.77
O: -3.18 -4.15 6.30
C: -2.00 -3.64 4.33
C: -3.12 -3.43 3.56
N: -2.70 -3.11 2.33
N: -1.36 -3.10 2.24
C: -0.91 -3.43 3.44
C: 0.58 -3.52 3.70
O: 0.91 -3.83 4.88
O: 1.34 -3.29 2.76
H: -0.12 -4.03 5.75
H: -4.17 -3.49 3.83
H: -3.22 -2.89 1.49
C: -2.60 2.54 -2.68
C: -1.77 3.08 -1.53
O: -0.39 3.17 -1.87
P: 0.49 1.77 -1.68
O: 1.94 2.46 -1.63
C: 2.66 2.42 -0.37
C: 3.26 3.78 -0.11
O: 0.49 1.21 -3.20
C: 1.11 1.92 -4.27
C: 0.75 1.23 -5.56
H: -3.66 2.53 -2.41
H: -2.30 1.52 -2.94
H: -2.47 3.16 -3.57
H: -1.88 2.44 -0.65
H: -2.09 4.08 -1.26
H: 3.42 1.64 -0.46
H: 1.98 2.16 0.44
H: 3.96 4.05 -0.90
H: 3.79 3.75 0.85
H: 2.48 4.54 -0.04
H: 2.20 1.91 -4.11
H: 0.77 2.96 -4.26
H: 1.07 0.19 -5.54
H: 1.24 1.73 -6.41
H: -0.33 1.25 -5.73
F: 2.07 1.68 4.68
B: 2.70 1.95 3.45
F: 2.85 0.72 2.75
F: 1.87 2.80 2.68
F: 3.94 2.54 3.64


Entry 2:
3 unconnected molecules or ions with the total composition C5H12O. Source: the OMol25 dataset; level of theory: ωB97M-V/def2-TZVPD.

- Kohn-Sham gap: 10.469 eV
- Energy relative to the best compared isomer or geometry (same formula, charge and spin): 233.4 kJ/mol
- Maximum force: 0.6 eV Å⁻¹
- Structure (SMILES): C=C(C)C.[H][H].C=O
- Total energy: -272.859761 Eh
- HOMO: -9.530 eV

Geometry (Å):
C: -0.08 1.01 1.35
C: -0.85 0.31 0.51
C: -1.31 0.86 -0.81
C: -1.34 -1.08 0.84
H: 0.24 2.02 1.11
H: 0.23 0.61 2.31
H: -0.81 1.80 -1.05
H: -2.39 1.04 -0.80
H: -1.11 0.14 -1.62
H: -2.43 -1.09 0.93
H: -0.92 -1.45 1.78
H: -1.07 -1.78 0.05
H: 0.84 -1.50 -2.33
H: 1.34 -1.61 -1.79
C: 2.41 0.18 -0.12
O: 2.69 -0.98 -0.03
H: 2.73 0.92 0.65
H: 1.82 0.59 -0.96


Entry 3:
C4H6S2 in the gas phase at a distorted geometry. Source: the OMol25 dataset; level of theory: ωB97M-V/def2-TZVPD.

- Kohn-Sham gap: 8.384 eV
- Energy relative to the best compared isomer or geometry (same formula, charge and spin): 133.2 kJ/mol
- Maximum force: 3.9 eV Å⁻¹
- Structure (SMILES): S=CC[C@H]1CS1
- Total energy: -952.318657 Eh
- HOMO: -8.790 eV

Geometry (Å):
S: 2.61 0.24 -0.72
C: 1.60 -0.25 0.40
C: 0.27 -0.96 0.29
C: -0.75 0.01 0.83
C: -1.27 1.10 -0.02
S: -2.48 -0.21 -0.02
H: 1.88 -0.16 1.42
H: 0.31 -1.92 0.84
H: -0.03 -1.17 -0.70
H: -1.05 0.14 1.78
H: -1.59 1.98 0.53
H: -0.79 1.29 -0.93


Entry 4:
C5H9NO in the gas phase at a distorted geometry. Source: the OMol25 dataset; level of theory: ωB97M-V/def2-TZVPD.

- Kohn-Sham gap: 11.350 eV
- Energy relative to the best compared isomer or geometry (same formula, charge and spin): 281.7 kJ/mol
- Maximum force: 3.7 eV Å⁻¹
- Structure (SMILES): COC[C@@H](C)C#N
- Total energy: -325.830260 Eh
- HOMO: -10.529 eV

Geometry (Å):
C: 2.39 0.35 -0.02
O: 1.08 0.74 0.16
C: 0.36 -0.40 0.44
C: -1.15 0.00 0.41
C: -1.53 0.76 -0.87
C: -1.94 -1.23 0.56
N: -2.52 -2.22 0.67
H: 2.91 1.25 -0.42
H: 2.23 -0.72 -0.63
H: 2.86 0.05 0.93
H: 0.63 -0.83 1.43
H: 0.94 -1.23 -0.36
H: -1.43 0.65 1.27
H: -2.60 0.95 -0.92
H: -1.00 1.72 -0.91
H: -1.23 0.17 -1.74